The following is a quantum chemistry calculation of 6 unconnected molecules or ions with the total composition C44H45F6IN2O2 in a non-equilibrium geometry, from OMol25.

Calculated values
LUMO ... -0.65 eV
Electronic energy ... -2860.3246 Eh
HOMO energy ... -9.215 eV
Structure (SMILES) ... CC[C@](F)(C#N)[C@](I)(C#N)CCCCCCOC(C)=O.Fc1ccccc1.Fc1ccccc1.Fc1ccccc1.Fc1ccccc1.Fc1ccccc1

Structure (ORCA input):
```
! RIJCOSX wB97M-V def2-TZVPD def2/J DEFGRID3
* xyz 0 1
C -0.978 -2.846 1.072
C -2.205 -3.867 0.888
C -2.196 -4.702 -0.479
F -2.850 -5.979 -0.177
C -0.747 -5.075 -1.034
N 0.426 -5.275 -1.233
C -3.030 -4.049 -1.689
I -5.197 -4.005 -1.248
C -2.893 -5.090 -2.930
N -2.726 -5.820 -3.878
C -2.462 -2.644 -2.229
C -3.100 -1.340 -1.544
C -2.377 0.053 -1.954
C -1.865 0.121 -3.482
C -0.251 0.107 -3.467
C 0.336 -1.191 -4.250
O 1.756 -1.340 -3.935
C 2.038 -2.631 -3.386
C 1.708 -4.030 -4.091
O 2.566 -2.658 -2.234
H -1.153 -1.833 0.536
H -0.952 -2.575 2.200
H 0.053 -3.275 0.831
H -3.169 -3.221 0.866
H -2.325 -4.571 1.788
H -2.747 -2.591 -3.353
H -1.300 -2.636 -2.226
H -4.225 -1.191 -1.784
H -3.056 -1.409 -0.387
H -1.566 0.321 -1.192
H -3.200 0.867 -1.853
H -2.177 1.155 -3.905
H -2.325 -0.657 -4.182
H 0.102 1.022 -4.079
H 0.216 0.225 -2.424
H -0.279 -2.141 -4.087
H 0.265 -0.922 -5.376
H 1.964 -4.070 -5.210
H 0.612 -4.301 -3.881
H 2.350 -4.835 -3.582
F 0.253 2.999 -4.656
C 1.377 3.736 -4.630
C 2.454 3.365 -5.420
C 3.615 4.130 -5.397
C 3.691 5.252 -4.574
C 2.605 5.613 -3.781
C 1.439 4.854 -3.813
H 2.380 2.484 -6.047
H 4.461 3.853 -6.017
H 4.599 5.847 -4.553
H 2.667 6.484 -3.139
H 0.581 5.125 -3.208
F -3.339 -1.652 3.252
C -4.128 -2.273 4.148
C -4.885 -3.364 3.747
C -5.697 -4.009 4.675
C -5.751 -3.550 5.989
C -4.990 -2.452 6.378
C -4.169 -1.812 5.455
H -4.838 -3.702 2.718
H -6.288 -4.868 4.374
H -6.388 -4.052 6.710
H -5.037 -2.093 7.401
H -3.564 -0.961 5.744
F -1.432 -1.529 6.639
C -0.378 -0.950 6.041
C -0.236 -1.052 4.667
C 0.853 -0.449 4.045
C 1.793 0.241 4.808
C 1.643 0.333 6.189
C 0.548 -0.262 6.809
H -0.973 -1.600 4.091
H 0.970 -0.516 2.968
H 2.645 0.707 4.323
H 2.378 0.867 6.782
H 0.410 -0.193 7.882
F 5.560 -0.160 6.350
C 5.568 -1.408 5.855
C 4.856 -2.405 6.506
C 4.860 -3.697 5.990
C 5.584 -3.981 4.834
C 6.299 -2.974 4.191
C 6.287 -1.680 4.700
H 4.305 -2.168 7.409
H 4.300 -4.482 6.487
H 5.590 -4.990 4.434
H 6.865 -3.198 3.293
H 6.830 -0.882 4.207
F 2.344 8.687 -3.311
C 1.210 9.185 -3.831
C 0.635 10.309 -3.258
C -0.538 10.827 -3.800
C -1.126 10.209 -4.901
C -0.542 9.078 -5.465
C 0.636 8.566 -4.930
H 1.102 10.771 -2.397
H -0.992 11.711 -3.365
H -2.043 10.612 -5.321
H -1.004 8.595 -6.320
H 1.110 7.691 -5.362
*
```



The following is a quantum chemistry calculation of a molecular structure, C44H45GeN4OPtSTe in a non-equilibrium geometry, from OMol25.

Calculated values
LUMO (alpha / beta) ... -6.51 / -8.34 eV
Electronic energy ... -4859.8161 Eh
⟨S²⟩ ... 0.7622
HOMO energy (alpha / beta) ... -12.940 / -12.939 eV

Structure (ORCA input):
```
! RIJCOSX wB97M-V def2-TZVPD def2/J DEFGRID3
* xyz 2 2
Pt 0.172 -0.060 1.213
N 4.336 -1.668 2.014
C 5.328 -1.689 1.032
C 6.543 -2.332 1.262
C 7.504 -2.327 0.279
C 7.281 -1.687 -0.948
C 6.088 -1.054 -1.190
C 5.098 -1.054 -0.195
S 3.601 -0.279 -0.486
N 2.720 -0.457 0.860
C 3.125 -1.068 1.930
C 2.260 -1.073 3.137
C 2.822 -1.276 4.384
C 2.049 -1.157 5.531
C 0.730 -0.788 5.383
C 0.226 -0.591 4.109
N 0.946 -0.761 2.992
H 4.536 -2.190 2.853
H 6.724 -2.826 2.210
H 8.449 -2.823 0.454
H 8.053 -1.695 -1.705
H 5.902 -0.557 -2.135
H 3.877 -1.475 4.508
H 2.486 -1.320 6.507
H 0.073 -0.647 6.229
H -0.800 -0.301 3.978
Ge -1.952 -1.210 1.457
C -1.610 -2.993 0.722
C -0.334 -3.528 0.559
C -0.155 -4.789 0.002
C -1.255 -5.535 -0.393
C -2.536 -5.021 -0.223
C -2.707 -3.762 0.332
C -2.646 -1.390 3.259
C -3.357 -0.340 3.845
C -3.834 -0.454 5.145
C -3.608 -1.620 5.865
C -2.910 -2.676 5.286
C -2.429 -2.560 3.989
H -2.950 -0.418 0.609
H 0.533 -2.946 0.859
H 0.842 -5.193 -0.122
H -1.118 -6.519 -0.824
H -3.399 -5.604 -0.518
H -3.715 -3.375 0.459
H -3.544 0.571 3.286
H -4.391 0.360 5.590
H -3.988 -1.713 6.874
H -2.753 -3.592 5.841
H -1.895 -3.391 3.539
C 1.661 2.927 2.186
C 1.514 2.618 0.719
O 2.379 2.976 -0.090
N 0.376 2.005 0.314
Te 0.646 1.686 -1.635
C -0.005 3.310 -2.834
C -0.272 4.606 -2.395
C -0.179 5.079 -0.969
C -0.686 5.536 -3.347
C -0.838 5.219 -4.685
C -1.284 6.245 -5.688
C -0.555 3.915 -5.086
C -0.134 2.950 -4.189
C 0.149 1.558 -4.703
C -1.101 0.489 -1.743
C -2.389 1.052 -1.678
C -2.661 2.469 -1.246
C -3.472 0.246 -2.004
C -3.325 -1.089 -2.362
C -4.518 -1.946 -2.666
C -2.041 -1.629 -2.395
C -0.924 -0.861 -2.118
C 0.441 -1.502 -2.244
H 1.303 3.946 2.348
H 2.710 2.901 2.472
H 1.061 2.259 2.804
H 0.317 4.372 -0.319
H -1.179 5.267 -0.571
H 0.371 6.019 -0.927
H -0.894 6.548 -3.014
H -1.491 7.202 -5.213
H -2.187 5.915 -6.203
H -0.515 6.400 -6.446
H -0.659 3.646 -6.132
H 0.138 1.549 -5.791
H -0.601 0.841 -4.362
H 1.136 1.197 -4.397
H -1.900 2.836 -0.562
H -3.624 2.520 -0.737
H -2.709 3.139 -2.106
H -4.468 0.675 -1.958
H -5.393 -1.343 -2.902
H -4.764 -2.571 -1.804
H -4.319 -2.614 -3.504
H -1.909 -2.676 -2.650
H 0.344 -2.567 -2.449
H 1.004 -1.405 -1.312
H 1.024 -1.058 -3.053
*
```



ΔE to the lowest compared entry with this formula, charge and spin, respectively: 360.4 123.2 kJ/mol.